1.
A molecular structure, C22H41BrDyNP3Se at a distorted geometry, computed with ωB97M-V/def2-TZVPD.

```
70
Properties=species:S:1:pos:R:3:forces:R:3
H 3.681 2.073 -3.046 0.46 -0.01 0.09
H -3.127 2.152 -1.351 0.09 0.21 0.25
C 2.235 0.888 3.237 -0.14 0.50 -0.18
H -3.071 2.035 2.407 0.10 -0.20 0.24
H -1.501 -3.480 -1.189 -0.20 0.01 -0.32
H 6.750 3.775 -0.593 -0.18 -0.14 0.18
H 0.588 1.964 -2.783 -0.56 0.23 -0.06
H -1.425 -2.923 1.130 -0.36 0.20 0.04
C 4.295 2.062 -2.140 -0.49 -0.49 0.03
H 2.918 -0.907 -0.481 -0.16 -0.18 -0.59
H -3.472 -1.180 -3.409 -0.03 0.31 0.17
C 5.374 2.921 -1.992 -0.09 0.06 0.63
H 6.105 2.244 1.303 -0.08 -0.18 -0.60
H -1.406 -2.057 -3.969 0.50 0.35 0.27
C 2.246 -3.886 1.142 0.30 0.63 0.07
C 4.740 1.110 0.054 -1.07 0.47 -0.35
H -4.337 0.724 0.343 -0.14 -0.39 0.12
H 2.594 1.889 3.502 -1.15 -0.08 0.92
H 2.569 -1.730 1.094 -0.29 -0.71 0.13
H 4.584 0.343 0.796 -0.10 -0.18 0.19
H 1.616 -5.934 1.271 -0.35 0.30 -0.03
H -2.467 3.795 -1.061 -0.26 -0.15 0.12
H -5.125 -0.261 1.630 -0.25 0.01 -0.26
C 3.973 1.145 -1.131 0.80 0.82 -0.21
H -0.512 3.398 -2.785 0.03 -0.35 -0.12
C 1.285 0.646 2.284 1.79 0.79 1.21
C 0.187 3.554 -0.148 0.15 0.07 0.12
P -2.774 -0.317 1.848 -1.18 -0.64 0.30
C 1.849 -2.559 1.114 -0.71 -0.08 0.25
H -2.680 -3.190 -2.534 0.09 -0.04 0.51
C -0.435 2.322 -2.567 0.26 -0.32 -0.06
C 1.285 -4.893 1.224 1.29 0.05 -0.14
C -0.752 -1.467 -3.298 0.52 0.35 0.38
H -2.997 0.523 -3.077 -0.12 -0.19 -0.05
C -2.756 1.133 2.949 -0.23 -0.02 0.10
H -0.438 -0.527 -3.781 -0.13 -0.43 0.05
H 1.818 0.108 1.387 -1.30 0.38 1.45
C -2.901 -1.767 2.979 0.15 0.46 -0.26
C 5.964 3.034 -0.719 0.26 -0.13 -0.60
H -3.257 -2.636 2.407 0.08 0.18 0.30
H 2.744 0.077 3.744 0.89 -0.26 -0.87
C -0.043 -4.523 1.216 -0.47 -1.02 0.11
H 0.154 -2.035 -3.029 -0.33 0.10 -0.30
P -1.721 -1.118 -1.760 -0.22 -0.67 -1.16
H -3.116 -2.883 -0.811 -0.08 -0.14 -0.15
H 1.229 3.483 -0.461 0.05 -0.13 0.06
H -0.222 4.460 -0.584 -0.04 0.24 0.06
Se 2.501 -0.027 -1.589 0.29 -0.15 1.34
H 3.321 -4.052 1.108 -0.29 -0.43 0.07
C -2.315 -2.841 -1.554 0.03 -0.03 0.44
C -3.213 -0.452 -2.630 0.14 0.21 0.63
H -3.487 0.900 3.731 0.18 0.42 0.12
H 0.356 1.345 2.265 2.41 0.67 -0.42
Dy -0.355 -0.026 0.909 -0.76 -1.90 -3.51
C -0.391 -3.198 1.174 0.91 0.58 -0.18
H 5.713 3.488 -2.863 -0.11 0.08 0.56
C 5.634 2.148 0.316 0.19 0.08 -0.48
H -1.175 1.767 -3.162 0.37 0.21 0.13
H -1.769 1.298 3.414 -0.36 -0.02 0.01
N 0.538 -2.212 1.134 0.15 -0.50 -0.27
H -1.913 -1.981 3.426 -0.54 0.00 -0.07
H -2.863 2.729 0.339 0.03 0.17 -0.51
H -4.041 -0.341 -1.923 0.00 -0.01 -0.29
Br -1.365 -5.862 1.231 0.00 0.28 0.03
C -2.487 2.761 -0.698 -0.06 -0.15 0.23
H -4.376 -1.088 0.209 -0.11 0.36 0.27
H -3.620 -1.488 3.754 0.06 -0.33 0.04
C -4.321 -0.229 0.894 0.33 0.03 0.24
H 0.150 3.626 0.940 -0.02 0.10 -0.01
P -0.769 2.149 -0.786 0.01 0.72 -0.41
```
Positions in Å, forces in eV/Å.

## Properties
**⟨S²⟩**: 9.3322
**Frontier orbital gap (alpha / beta)**: 5.5 / 5.5 eV
**Charge**: +3
**Multiplicity**: 6


2.
A molecular structure, C22H41Cl3N3O5SiV at a distorted geometry, computed with ωB97M-V/def2-TZVPD.

```
76
Properties=species:S:1:pos:R:3:forces:R:3
H -2.113 2.342 -1.796 0.25 -0.58 -0.06
H -2.492 -4.948 3.137 0.25 0.30 0.29
C -0.096 0.239 4.423 -1.56 -0.37 -0.22
H -3.485 0.564 -3.282 -0.73 0.03 -0.72
H 1.943 -2.273 0.141 -0.02 -0.14 -0.37
C 1.813 2.726 -4.034 -0.10 -0.36 -0.06
H -0.923 -4.503 3.951 -0.52 -0.10 -0.16
H -3.133 2.816 1.787 0.06 0.02 -0.38
H 2.065 1.571 4.926 0.56 -0.10 -0.49
C 2.404 -2.032 -3.210 0.09 0.98 0.72
C -2.443 0.544 -3.590 -0.53 -1.02 -0.53
H 1.023 2.802 -6.069 0.12 -0.29 0.52
C 0.724 0.313 5.713 0.45 -0.23 0.42
H -0.536 -4.109 0.415 -0.26 0.06 0.26
H -0.515 2.081 -2.534 -0.32 0.07 -0.13
O 0.517 0.717 3.409 -0.86 -0.10 1.13
Cl -1.392 -2.090 -2.640 0.57 -0.67 0.37
N 2.118 0.612 5.259 0.40 0.09 1.09
H 2.282 -3.321 -4.846 0.23 -0.39 0.30
V 0.939 0.180 1.276 -0.86 -1.60 0.36
C -0.790 4.935 2.093 0.53 0.69 0.66
H 0.091 0.441 -5.944 0.45 0.31 0.40
H -2.983 4.490 1.198 -0.08 -0.43 -0.16
H 2.663 -1.247 -3.942 -0.65 -0.45 0.42
C -1.489 -4.138 0.963 -0.03 0.01 -0.48
H 3.323 -2.927 -0.738 -0.35 0.01 -0.04
H 0.755 -0.603 6.310 -0.26 -0.03 -0.47
O 0.747 -0.127 -0.501 -0.75 -1.10 -1.19
C 1.147 2.195 -5.159 0.26 0.11 0.19
H 2.217 3.737 -4.097 -0.11 -0.23 0.11
H 2.797 0.535 6.035 -0.32 0.07 -0.64
H -1.674 5.579 2.095 0.40 0.00 0.05
C 2.507 -3.418 -3.772 0.38 -0.04 0.22
H -2.267 -3.715 0.310 0.26 -0.09 0.13
H 2.544 0.203 -1.042 0.76 -0.02 -0.51
H -0.972 -1.715 3.336 -0.01 -0.52 -0.38
C -2.570 -0.340 -0.312 -0.76 -0.61 0.11
H 0.377 1.104 6.389 0.10 -0.04 -0.34
C 0.807 0.166 -3.912 -0.29 0.04 -0.49
C -1.820 -4.129 3.423 0.23 0.43 0.30
Cl 2.220 -1.373 2.590 0.52 -0.29 0.31
C -2.547 3.486 1.145 -0.15 -0.17 0.05
C 1.688 -0.240 -1.551 2.13 1.08 0.24
Cl 2.685 1.607 1.017 0.53 0.81 0.28
H -0.662 2.025 -0.800 -0.26 -0.24 -0.43
C 1.982 1.971 -2.860 -0.20 -0.38 -0.40
O -1.238 -0.261 4.548 1.63 0.97 -0.30
N -1.425 -3.406 2.223 0.28 0.25 -0.41
Si -1.730 -0.159 -1.987 0.54 3.94 0.82
N -1.203 3.609 1.697 0.26 0.24 -0.06
C -0.939 -2.160 2.327 0.25 0.69 -0.68
C 2.096 -1.675 -1.938 -0.29 0.04 -1.27
H 0.399 -0.847 -3.871 0.21 0.52 -0.10
H -2.252 -0.139 -4.431 -0.60 0.20 0.15
H -2.307 -1.204 0.320 -0.09 0.30 -0.87
H -2.483 0.522 0.363 0.20 -0.05 -0.61
H 1.792 -4.128 -3.324 0.29 0.31 -0.08
C 1.470 0.669 -2.782 -0.47 -0.48 -0.59
O -0.496 1.535 1.161 -0.11 1.65 1.40
H 2.366 -0.023 4.461 -0.04 0.18 -0.16
H -2.145 1.564 -3.877 0.02 -0.60 0.37
H -0.008 5.370 1.442 -0.49 -0.26 0.12
H -1.761 -5.181 1.190 0.24 0.45 -0.18
O -0.532 -1.461 1.362 -0.28 -1.23 1.18
C 2.255 -2.662 -0.835 -0.14 -0.42 0.71
H 0.641 2.889 2.250 -0.25 -0.16 -0.23
C -1.172 1.751 -1.731 1.07 -0.23 0.76
C -0.302 2.640 1.742 -0.63 -0.76 -1.18
H 1.702 -3.595 -1.011 0.07 0.13 -0.03
H -3.619 -0.439 -0.575 -0.63 -0.11 0.16
H 3.529 -3.811 -3.627 -0.34 -0.12 -0.29
H -2.344 -3.417 4.067 -0.01 -0.34 0.16
H -2.537 3.147 0.104 0.00 -0.07 0.33
H 2.495 2.344 -1.981 0.06 0.27 -0.13
C 0.660 0.889 -5.113 -0.23 0.04 0.91
H -0.386 4.907 3.114 -0.08 0.12 -0.18
```
Positions in Å, forces in eV/Å.

## Properties
**⟨S²⟩**: 2.0119
**Relative energy (zero: lowest compared OMol25 entry of this formula, charge and spin)**: 0.00 kJ/mol
**Frontier orbital gap (alpha / beta)**: 6.9 / 7.0 eV
**Multiplicity**: 3


3.
3 unconnected molecules or ions with the total composition C22H41O11P3 at a distorted geometry, computed with ωB97M-V/def2-TZVPD.

```
77
Properties=species:S:1:pos:R:3:forces:R:3
H 0.781 -1.815 3.133 -0.02 -0.01 0.02
H 7.539 -1.429 5.370 0.05 -0.02 -0.02
O 4.279 -0.768 3.726 2.50 2.32 1.01
H 2.010 1.763 -0.969 -0.12 -0.10 -0.03
O -4.927 -0.575 -5.579 0.09 -1.00 2.56
H 3.990 -3.829 8.505 0.10 0.15 0.10
O 3.090 -1.683 5.579 0.40 0.23 0.34
H -4.979 3.887 -0.089 0.02 -0.22 -0.37
C -2.892 2.288 -4.527 0.38 0.20 0.08
H 1.061 -3.132 4.287 -0.05 0.02 -0.01
O -3.435 1.264 -5.378 -0.72 -0.14 0.04
H -3.456 2.141 1.822 0.10 0.01 -0.07
O 5.173 -1.256 6.589 1.09 1.83 -1.73
C 0.868 4.434 -0.756 1.05 -2.03 0.40
H -3.018 3.708 1.145 -0.09 -0.07 0.14
H -1.576 -2.849 -6.194 0.03 0.16 -0.03
H 6.561 -2.289 3.241 -0.05 -0.02 0.00
C 0.406 3.023 -0.471 -1.54 0.23 -0.47
C 4.404 -3.424 7.579 0.06 -0.24 -0.44
C 1.931 -1.250 4.868 -0.17 0.02 -0.36
H -1.947 -2.599 -4.488 0.03 0.04 -0.02
P 4.608 -1.329 5.066 -4.27 -5.10 0.35
O -2.581 -1.130 -5.801 -0.71 -0.12 0.38
O 1.958 4.834 -0.498 -0.16 0.83 -0.56
H 2.096 -0.266 4.431 0.14 -0.06 -0.09
C -3.438 2.732 0.903 0.31 -0.02 -0.18
H -4.352 -3.098 -4.926 0.01 -0.06 0.00
H 5.359 -3.910 7.378 0.03 0.02 0.11
H -3.416 0.546 -7.720 -0.04 0.04 0.10
C 4.566 -1.927 7.708 -0.38 -0.06 0.83
H -4.791 0.542 -8.807 -0.18 -0.06 0.07
C 6.518 -2.901 4.147 0.27 -0.03 -0.14
C -2.346 -2.508 -5.502 0.06 -0.24 0.04
H -4.034 -3.224 -6.648 0.04 -0.03 -0.03
P -3.543 -0.263 -4.783 3.78 3.43 -4.88
H -0.960 2.943 -3.817 -0.01 0.03 -0.02
C 1.242 1.816 -0.185 1.34 0.81 0.05
H 3.727 -3.706 6.776 -0.03 0.11 -0.02
C -4.867 2.891 0.342 0.44 0.35 0.69
H -3.350 -4.420 -5.529 0.06 0.02 0.00
C -0.931 3.075 -0.525 -0.56 -0.42 1.06
H -3.302 3.249 -4.845 -0.19 -0.18 -0.28
H -1.079 2.791 -5.580 0.00 0.08 0.04
H 1.130 -1.131 5.601 0.14 -0.10 0.16
H 2.357 -2.617 3.232 0.08 0.24 -0.03
O -2.618 -0.055 -3.632 -2.60 -2.41 2.14
H -5.094 2.108 -0.380 -0.20 0.11 0.02
H 0.699 0.877 -0.223 -0.24 0.15 0.09
H 5.228 -1.726 8.552 0.19 0.17 -0.22
H -0.841 0.460 1.195 -0.11 -0.05 0.07
H -4.118 -0.985 -8.202 -0.10 -0.01 -0.05
H 6.661 -3.940 3.852 -0.17 -0.02 0.02
H 8.596 -2.667 4.685 -0.03 -0.03 -0.04
H 3.617 -1.450 7.945 -0.05 0.00 -0.23
H -3.215 2.138 -3.499 0.08 -0.09 -0.01
O 5.209 -2.816 4.718 0.25 0.77 0.25
C -1.377 2.344 -4.629 0.11 0.04 -0.25
C -5.329 0.105 -6.781 -0.58 0.55 -0.55
C -4.357 0.046 -7.937 0.48 -0.16 0.06
C -1.750 0.356 0.601 0.20 0.15 0.10
H -1.659 -0.474 -0.102 0.22 0.18 -0.06
H -6.255 -0.385 -7.088 0.05 -0.20 0.28
P -2.285 1.878 -0.301 -0.85 0.02 -0.68
H 3.309 2.581 2.782 -0.02 -0.46 0.22
H -5.593 1.134 -6.545 0.20 0.01 0.13
H -5.558 2.865 1.190 -0.15 -0.21 -0.22
O -0.177 5.133 -1.291 -0.22 0.97 0.66
C -3.591 -3.365 -5.662 -0.11 0.10 0.08
C 1.997 2.000 1.068 -0.23 -0.53 -0.16
C 7.611 -2.491 5.119 -0.09 0.15 0.08
H -2.574 0.082 1.265 0.06 0.16 0.01
H -0.926 1.353 -4.599 -0.13 -0.03 0.20
C -1.345 4.474 -0.897 0.70 -0.82 -0.56
C 1.510 -2.256 3.814 -0.03 -0.26 0.08
C 2.676 2.147 2.043 0.04 0.74 -0.11
O -2.416 4.977 -0.930 -0.05 0.21 -0.10
H 7.529 -3.048 6.052 0.02 -0.05 -0.02
```
Positions in Å, forces in eV/Å.

## Properties
**Frontier orbital gap**: 7.9 eV